The following is a quantum chemistry calculation of an isolated ion of composition C5H10NO and charge +1 at a distorted geometry, from OMol25.

Structure (XYZ):
```
17
Properties=species:S:1:pos:R:3
C 0.052 -0.988 -1.467
C -1.183 -0.663 -1.819
C 0.434 -0.304 -0.155
C -0.734 0.455 0.340
C 0.907 -1.241 0.950
N -0.672 1.899 0.293
O -1.841 0.152 -0.924
H 0.825 -1.376 -2.104
H -1.919 -0.999 -2.690
H 1.271 0.325 -0.465
H -1.074 0.028 1.247
H 0.104 -1.767 1.273
H 1.396 -0.687 1.716
H 1.650 -1.977 0.640
H 0.099 2.465 -0.302
H -0.456 2.162 1.226
H -1.618 2.308 -0.047
```

## Properties
- Highest occupied orbital energy: -12.796 eV
- Energy above the lowest of the compared OMol25 structures with the same formula, charge and spin: 74.91 kcal/mol
- Calculated total energy: -8875.3317 eV
- Net charge: +1
- Lowest unoccupied orbital energy: -4.03 eV
- Orbital gap: 8.77 eV

***

The following is a quantum chemistry calculation of a 2-piece molecular cluster, C5H10NO overall at a distorted geometry, from OMol25.

Structure (XYZ):
```
17
Properties=species:S:1:pos:R:3
C 0.094 3.205 -0.730
C -0.627 3.322 0.407
C -0.478 1.964 -0.265
C -0.330 -2.730 -0.722
C -0.025 -1.685 0.273
N 1.016 -1.689 1.149
O 0.387 0.833 0.180
H 0.598 3.522 -1.542
H -1.245 4.006 1.106
H -1.373 1.526 -0.680
H 0.283 -3.586 -0.631
H -1.399 -2.828 -0.580
H -0.247 -2.396 -1.831
H -0.754 -0.978 0.568
H 1.137 -1.025 1.895
H 1.661 -2.489 1.005
H 1.303 1.029 0.397
```

## Properties
- Highest occupied orbital energy: -13.062 eV
- Energy above the lowest of the compared OMol25 structures with the same formula, charge and spin: 103.66 kcal/mol
- Calculated total energy: -8874.0852 eV
- Net charge: +1
- Lowest unoccupied orbital energy: -4.67 eV
- Orbital gap: 8.40 eV

***

The following is a quantum chemistry calculation of an isolated ion of composition C5H10NO and charge +1 at a distorted geometry, from OMol25.

Structure (XYZ):
```
17
Properties=species:S:1:pos:R:3
C 0.662 0.902 0.356
C -1.838 0.882 -0.116
C 2.134 0.392 -0.079
C -1.364 -0.555 0.016
C -1.746 -1.748 0.157
N -0.445 0.345 -0.457
O 1.817 -0.997 -0.198
H 0.598 0.425 1.388
H 0.546 1.957 0.485
H -2.481 1.293 -0.828
H -1.850 1.421 0.833
H 2.477 0.908 -1.011
H 2.875 0.429 0.762
H -2.723 -1.872 0.614
H 2.549 -1.441 -0.583
H -1.125 -2.692 0.121
H -0.087 0.349 -1.460
```

## Properties
- Highest occupied orbital energy: -14.965 eV
- Energy above the lowest of the compared OMol25 structures with the same formula, charge and spin: 90.73 kcal/mol
- Calculated total energy: -8874.6458 eV
- Net charge: +1
- Lowest unoccupied orbital energy: -3.36 eV
- Orbital gap: 11.60 eV

***

The following is a quantum chemistry calculation of an isolated ion of composition C5H10NO and charge +1 at a distorted geometry, from OMol25.

Structure (XYZ):
```
17
Properties=species:S:1:pos:R:3
C -0.817 1.658 -0.049
C 1.591 -0.970 -0.378
C 2.137 0.375 0.067
C 0.796 -0.072 0.504
C -1.613 -0.718 -0.295
N -0.460 0.481 0.099
O -2.850 -0.243 -0.096
H -1.795 1.709 -0.520
H -0.218 2.523 0.204
H 1.340 -1.186 -1.405
H 1.876 -1.783 0.288
H 3.033 0.244 0.631
H 2.147 1.101 -0.776
H 0.561 -0.409 1.598
H -1.263 -1.326 0.530
H -1.490 -1.060 -1.288
H -2.974 -0.323 0.887
```

## Properties
- Highest occupied orbital energy: -15.242 eV
- Energy above the lowest of the compared OMol25 structures with the same formula, charge and spin: 75.86 kcal/mol
- Calculated total energy: -8875.2908 eV
- Net charge: +1
- Lowest unoccupied orbital energy: -4.25 eV
- Orbital gap: 11.00 eV